# 1
Molecular formula: C30H48P2PtTe
Method: DFT, ωB97M-V/def2-TZVPD

## Properties
Multiplicity ... 5
Max |F| ... 4.4 eV/A
Charge ... +2
HOMO level (alpha / beta) ... -0.475 / -0.487 Ha
LUMO (alpha / beta) ... -5.0782 / -7.7261 eV
Expectation value of S² ... 6.041
E ... -2241.16411 hartree
Frontier orbital gap (alpha / beta) ... 0.289 / 0.203 hartree

Element x y z (Å)
H (-0.4232, 1.7498, -5.6464)
C (1.8200, -1.7949, 1.5388)
H (0.8938, 0.3262, 3.8339)
H (-1.1434, 1.4766, -2.4321)
C (0.9210, -2.2349, -4.6531)
H (3.6972, -2.3708, 2.4139)
H (1.0676, -1.1697, 4.7113)
H (1.5488, -2.0808, -2.5405)
H (-0.5048, -2.2867, -6.2647)
H (1.2194, -3.2642, -4.4515)
H (2.0518, 0.7909, -5.2296)
H (-2.4703, -1.6190, -4.4626)
H (-1.8525, -4.0145, 1.5860)
C (-1.1044, 1.7292, -1.3587)
C (0.9525, -2.4254, 0.4588)
H (0.1674, 3.1755, -0.2700)
H (1.2583, 1.9077, -4.1658)
H (-1.4531, 6.2984, 5.0545)
C (0.2839, 2.3586, -0.9877)
H (3.4390, 0.9998, -1.8490)
H (-3.3057, 0.8789, 1.1904)
C (-1.4626, 3.1058, 3.8796)
C (-0.1034, 0.7363, -5.3520)
H (0.7643, 2.7608, -1.8819)
C (-1.2072, 0.0822, -4.5693)
H (-1.6549, 2.5818, 7.2337)
C (-1.5943, 3.1045, 6.2834)
C (-3.2455, 0.1875, 0.3312)
H (-1.1403, -1.6941, 4.3297)
H (1.7832, -4.4426, 0.4233)
H (-3.4829, -0.8279, 0.6711)
C (3.3010, -1.8003, 1.5506)
C (-2.1591, -1.1163, -1.7325)
C (-0.3598, -2.5454, 1.1599)
H (-3.9381, 0.5057, -0.4588)
C (-1.4631, -1.5924, 3.2841)
H (-1.3635, -1.8505, -1.9604)
H (-1.3644, 4.9931, 2.8551)
H (-1.5541, 1.2900, 5.0331)
H (2.5664, 0.8737, 1.9487)
C (-1.4804, 5.2092, 5.0451)
H (0.7334, -4.0317, -0.9240)
C (1.5011, -3.6265, -0.2544)
P (-1.5798, 0.1632, -0.4865)
C (-1.4914, -3.4019, 0.7376)
H (2.7635, 2.5797, 1.4020)
H (2.4948, -0.4868, 3.8644)
H (-1.8448, -0.5647, 3.1545)
H (3.9750, 1.4830, -0.2425)
C (2.0656, 1.7319, 1.4808)
C (-0.5343, -2.2952, -5.1552)
H (0.0992, 0.2220, -6.3079)
C (3.2120, 1.6509, -1.0120)
C (-1.4427, -1.2552, -4.5960)
H (-1.9116, 2.4289, -1.1068)
C (1.2013, -1.4315, -3.3817)
C (1.0136, -1.3792, 2.5878)
H (-1.9844, 0.7830, -4.2439)
H (-2.2836, -2.2944, 3.0814)
H (2.4119, -3.3444, -0.7922)
C (-1.5664, 4.5122, 6.2601)
C (1.1953, 0.8737, -4.5527)
C (-1.4339, 4.5169, 3.8300)
H (1.5754, -1.8951, -5.4723)
H (3.6982, -2.2675, 0.6458)
C (-0.3296, -1.8276, 2.3548)
C (1.4113, -0.6416, 3.8138)
H (1.1837, 2.0302, 2.0824)
H (-2.3390, -0.5512, -2.6605)
Pt (0.6464, -1.0219, -1.3004)
H (-1.6134, 5.0661, 7.2073)
H (-1.1925, -4.0940, -0.0604)
Te (-1.2878, 2.0720, 2.1332)
H (3.7418, -0.7954, 1.6164)
P (1.5798, 1.3043, -0.2289)
H (1.7883, 0.4459, -2.5021)
H (3.2029, 2.7073, -1.3322)
C (1.3607, -0.0699, -3.3667)
C (-1.5449, 2.3770, 5.0844)
H (-3.0466, -1.5678, -1.3857)
H (-2.3608, -2.8202, 0.3900)
H (-0.9720, -3.2763, -4.9116)

Atoms 1-3, force components in eV/Å:
H 0.0327 -0.4139 0.1069
C -0.5884 -0.7408 -1.3251
H 0.1870 -0.0371 0.0356



# 2
Molecular formula: C30H49Cl2N4
Method: DFT, ωB97M-V/def2-TZVPD

## Properties
SMILES string ... CCCCCCCCCCCCCCCCCCNc1nc(Cc2ccccc2)n(/C(Cl)=C(\C)Cl)[nH+]1
Max |F| ... 4.4 eV/A
Charge ... +1
HOMO level ... -0.411 Ha
LUMO ... -2.9594 eV
E ... -2311.54896 hartree
Frontier orbital gap ... 0.302 hartree

Element x y z (Å)
C (-6.4280, 5.5124, -2.7575)
H (10.8223, -4.4657, 1.8451)
H (-6.2694, 8.4343, -5.3974)
H (1.2606, -2.3801, 3.7825)
H (-5.6096, 2.9142, -1.4457)
N (5.9213, -3.5321, 3.2556)
H (-3.4883, 8.4483, -3.9097)
H (6.1842, -2.6593, -2.5150)
C (11.4371, -3.0380, 0.2765)
H (2.2729, -4.4507, 1.6986)
H (-7.8440, 0.6091, 0.6635)
H (12.4367, -3.5156, 0.1678)
C (-6.5516, 3.4312, -1.1131)
H (4.1231, -4.7010, 0.7816)
C (9.7079, -1.3021, -0.2651)
C (4.6889, -3.8633, 2.6575)
H (-8.1898, 2.0502, -1.5228)
C (6.8289, -3.8926, 2.2674)
H (-0.0927, -2.5761, 1.0612)
H (-6.0342, 2.2721, 1.7324)
H (-4.9393, 1.5930, 0.4319)
C (-7.2318, 4.2284, -2.3123)
C (-5.8439, 1.3905, 1.0720)
H (-6.2830, 4.5039, -4.6993)
H (-6.7324, 0.3232, -0.7148)
Cl (7.7058, -5.0993, -2.5763)
H (-3.6461, -0.9038, 3.7147)
C (11.0407, -1.8557, -0.4913)
H (-1.9415, -3.5027, 3.1503)
H (-3.8483, -2.4394, 2.6781)
H (-5.3889, 6.3379, -6.0946)
H (-7.3640, 3.4704, -3.1340)
C (-4.1283, 8.7142, -4.7919)
H (-6.9975, 6.4201, -2.4123)
H (1.7217, -4.8616, 3.3648)
C (-3.5126, -1.3731, 2.7079)
C (-5.3342, 6.4741, -4.9764)
H (-4.2143, 9.8149, -4.9702)
H (-6.2909, 4.1394, -0.2732)
N (3.5503, -3.6972, 3.3060)
H (-8.2508, 4.5217, -1.9508)
C (-5.5508, 8.0086, -4.6540)
H (-8.3655, 2.9345, 0.0527)
H (-5.9201, 8.1208, -3.5960)
H (8.3969, -3.1728, 3.6002)
H (11.7758, -1.4317, -1.2131)
N (6.2243, -4.3999, 1.1457)
C (5.9010, -3.0538, -1.4981)
H (9.4471, -0.3974, -0.8723)
H (-1.4743, -0.4218, 2.7143)
C (2.2209, -4.0652, 2.7473)
N (4.8765, -4.3759, 1.3846)
H (-0.8617, -2.3555, 4.0524)
C (-1.9395, -1.3934, 2.3927)
H (7.7753, -1.3763, 0.8827)
C (1.3448, -2.7254, 2.7229)
C (-6.4526, 5.5559, -4.3545)
C (10.5026, -3.5770, 1.2465)
H (-4.3149, 6.1298, -4.6482)
C (8.3219, -3.7031, 2.6179)
C (8.7673, -1.8536, 0.7243)
H (-7.4587, 5.9153, -4.6956)
C (-5.6115, 0.0477, 1.9121)
H (6.1526, -2.2493, -0.7579)
C (9.1661, -3.0169, 1.5047)
C (-7.6362, 2.3902, -0.5973)
H (1.9525, -2.0058, 2.1046)
Cl (7.8734, -6.3800, 0.2021)
C (-7.0270, 1.0928, 0.0567)
C (-4.1654, -0.4909, 1.5521)
H (-0.0665, -4.2035, 1.8332)
H (-5.7303, 0.1990, 3.0140)
C (-1.2223, -2.6533, 3.0368)
C (6.7736, -4.3171, -1.2611)
H (-1.8725, -1.4084, 1.2662)
H (3.5472, -3.3087, 4.2500)
H (-3.4907, 0.4118, 1.4677)
C (6.8814, -4.8906, -0.0295)
H (-6.3342, -0.7554, 1.6014)
H (8.7508, -4.7370, 2.7667)
H (4.8015, -3.2632, -1.5517)
H (-4.1343, -1.0390, 0.5680)
H (-5.3865, 5.5615, -2.3438)
H (-3.6319, 8.2628, -5.6928)
C (-0.0527, -3.1028, 2.0536)

Atoms 1-3, force components in eV/Å:
C -1.1926 -0.0563 -1.1947
H -0.3463 0.8545 -0.6037
H 0.4461 -0.2578 0.8235



# 3
Molecular formula: C30H50Cl12F2N3O3S2
Method: DFT, ωB97M-V/def2-TZVPD

## Properties
Max |F| ... 8.8 eV/A
Charge ... +1
HOMO level ... -0.380 Ha
LUMO ... -3.8963 eV
E ... -8080.73619 hartree
Frontier orbital gap ... 0.237 hartree

Element x y z (Å)
C (-4.1817, -0.1987, -3.0151)
Cl (-10.0129, 3.2962, 1.8770)
H (6.2848, -3.2819, -4.0704)
H (-0.0746, -1.9422, 3.9139)
H (3.7601, 0.0803, 1.6813)
C (5.4869, -3.8669, -3.4259)
C (3.6767, -2.3221, 1.3895)
H (-5.7033, -1.8967, -1.5491)
H (0.1036, 3.6340, -7.3123)
C (4.3146, -1.5249, -2.5674)
H (-1.9553, 2.0263, 0.8481)
Cl (-1.5918, -3.0618, 2.0338)
H (5.2004, -3.3669, 2.7270)
H (0.5417, 1.2294, -2.2590)
C (3.1754, -0.1877, -0.4283)
H (1.3207, -2.6313, 2.8508)
H (2.1409, 0.5455, -2.9840)
H (2.6451, 3.2505, 2.3880)
H (4.1810, -3.5767, -1.5143)
Cl (-9.2191, 1.6043, 4.1111)
C (1.1541, 0.2349, -2.3881)
Cl (-4.1308, -1.6447, 2.2033)
H (3.9446, -0.9093, 4.1454)
H (1.1725, 5.6538, 0.6680)
C (-5.2709, -0.9956, -0.9090)
C (0.8317, 3.4845, -0.2678)
H (3.1657, 0.9843, -0.1997)
C (1.6582, -0.4540, -0.9929)
H (2.7770, -3.0352, 1.0841)
Cl (-1.7610, 3.3623, -5.8965)
C (-0.5879, 0.2962, 0.2700)
H (0.0467, -1.7961, -2.9857)
C (4.8730, 1.0265, -2.1860)
H (5.2948, -0.7177, 3.0667)
F (-0.0003, 0.4466, 3.3768)
C (1.0796, -1.8039, 3.6419)
H (3.2223, -1.6635, -2.9696)
H (-4.2684, -1.3935, -0.4293)
H (-3.5987, -3.7841, 3.0365)
Cl (-2.6740, -2.3183, 4.6338)
C (1.6096, -0.3627, 1.4497)
Cl (0.8965, 2.2039, -5.6151)
O (-0.4653, 2.8204, -0.4564)
N (4.7368, -1.3843, 3.6450)
C (0.2944, -0.7286, -3.3910)
C (1.2469, 4.5173, 0.9355)
C (2.7396, 4.0996, 1.5543)
H (0.4910, 4.3350, 1.8407)
H (-6.0720, 1.9604, -2.6308)
H (0.8737, -0.8584, -4.4269)
C (-0.3217, 2.7928, -6.7590)
C (-8.7553, 2.2249, 2.5177)
Cl (-7.2024, 3.0734, 2.6084)
H (5.8816, -2.7644, -1.4279)
H (4.5987, -4.2830, -4.0763)
C (-6.2981, -0.6719, 0.3388)
H (-6.9837, 0.2322, -2.6405)
C (3.1794, -0.7919, 1.1088)
H (-1.3540, 0.9962, -3.3083)
H (-0.2377, 2.2551, 1.5888)
H (3.4662, 3.6603, 0.7421)
H (3.2929, 5.0646, 1.9871)
H (6.0576, -4.8203, -2.9951)
F (1.6106, -1.9645, -0.9762)
C (-6.2184, 0.9388, -2.0585)
O (-7.5330, 0.0443, -0.0835)
C (-7.0202, 1.3332, -0.6445)
H (-1.3364, -0.0294, -4.9584)
H (4.5337, -2.5509, 0.5954)
C (-0.7904, 1.8847, 0.6275)
H (5.4305, -0.6282, -0.7182)
C (-1.1854, -0.0574, -3.7882)
H (4.3995, 0.9732, -3.2805)
H (-8.6452, 1.3772, 1.8366)
N (0.8734, -0.1646, 0.3056)
H (-6.6354, -1.6702, 0.8502)
H (6.0307, 1.1353, -2.3509)
C (4.4772, -0.3899, -1.3943)
N (-4.9187, 0.2091, -1.7550)
H (-7.9670, 2.0019, -0.8820)
H (-6.3032, 1.8839, 0.1133)
H (-1.1070, -0.0316, -0.7369)
H (0.8320, -0.1466, 8.4139)
H (4.4100, 1.9784, -1.6870)
C (4.9695, -2.9825, -2.1458)
H (-1.1462, -0.3216, 1.1253)
Cl (0.0455, -1.9615, 7.1323)
C (4.2920, -2.6088, 2.8786)
Cl (1.9855, 0.0731, 6.3704)
O (1.7866, 3.2685, -1.2158)
Cl (-0.7597, 0.8335, 6.9783)
H (2.1978, 0.2684, 3.5635)
C (1.2589, -0.2527, 3.0420)
Cl (-0.7524, 1.5232, -7.9175)
H (3.4823, -3.2124, 3.4980)
S (-2.5393, -1.1711, -3.0277)
C (0.5618, -0.2823, 7.3635)
H (-5.8010, -0.0047, 1.1861)
H (1.6900, -1.9171, 4.6469)
S (-4.7889, 0.2353, -4.5795)
H (4.9539, -1.1370, -3.4971)
C (-3.0693, -2.8293, 2.9838)

Atoms 1-3, force components in eV/Å:
C -1.3358 1.5286 -1.5534
Cl 0.2074 -0.1651 0.0437
H -1.8664 -1.0733 1.2355



# 4
Molecular formula: C30H50Cl3N4O4PtSi
Method: DFT, ωB97M-V/def2-TZVPD

## Properties
ΔE to the lowest compared entry with this formula, charge and spin ... 7.1426 eV
Multiplicity ... 3
Max |F| ... 3.9 eV/A
Charge ... -1
HOMO level (alpha / beta) ... -0.072 / -0.170 Ha
LUMO (alpha / beta) ... 1.5153 / 1.5153 eV
Expectation value of S² ... 2.024
E ... -3482.33580 hartree
Frontier orbital gap (alpha / beta) ... 0.128 / 0.226 hartree

Element x y z (Å)
C (0.2664, 2.5659, 2.2482)
H (-2.0793, -1.3673, -4.7130)
H (2.7243, 1.1116, -4.5991)
H (-4.5377, -1.8794, 4.5606)
O (-3.0167, 0.0192, -1.3559)
N (-2.5590, -1.7349, 5.2338)
H (4.0935, 3.8466, 4.3575)
O (2.7827, 4.2719, 1.9085)
C (0.3814, 3.8792, 1.9642)
H (3.7566, 2.6811, -0.1995)
C (-0.7132, 4.6507, 1.5360)
Pt (-0.6566, -0.0149, 2.0780)
H (-1.2238, -1.8842, -3.2629)
C (-1.9151, 2.5455, 1.3933)
H (-2.2786, -2.6147, 7.0814)
C (1.6962, 4.3379, 2.4997)
H (-0.7421, 6.0568, 4.5225)
H (-2.6978, 4.4098, 0.7035)
C (1.0966, 1.2675, -2.6886)
H (1.0462, -6.2997, -1.6985)
C (2.9680, 0.1529, -5.0410)
C (2.1934, -1.0028, -2.8673)
H (3.5918, -2.5006, -5.6650)
H (-0.0041, -4.6309, 0.6016)
Cl (1.2634, -1.0915, 3.0512)
H (-3.9933, -0.1821, 4.8606)
H (0.0752, 3.2081, -2.5560)
N (1.5603, 4.8211, 3.7620)
H (0.3224, 0.8069, -3.2704)
H (-0.5973, 0.7902, -4.9125)
H (1.1434, 1.9333, 2.4188)
H (0.3698, 6.1065, 5.9469)
H (-0.6545, -6.1809, -1.1836)
O (1.0853, -1.9545, -2.5539)
H (-2.0471, -3.4788, -3.1464)
C (0.9639, 2.5971, -2.2404)
H (3.0096, -1.4030, -2.2608)
H (-0.1201, 3.6052, 4.2277)
H (-2.3135, 0.6683, -5.2194)
C (2.1225, 0.4014, -2.3275)
Cl (-1.5299, -1.8483, 0.8343)
H (1.6455, -4.3221, 0.1287)
N (-0.9693, 1.9761, 2.1756)
H (-1.7915, 1.5896, -1.8499)
H (-0.2774, -6.2189, -2.9228)
H (3.2541, 5.9898, 3.5373)
H (4.8436, -2.2611, -4.4574)
C (0.6155, -3.9603, -0.0224)
H (1.0752, 3.7741, 5.5332)
H (-0.6398, 5.7309, 1.5035)
C (-0.2674, 5.4624, 5.3199)
H (-1.6838, 1.9986, -4.1622)
H (-2.9630, -3.6808, 5.7609)
H (-2.2591, -3.0643, -1.4440)
C (0.5520, 4.3200, 4.7240)
C (2.7201, 5.4926, 4.3546)
C (-1.5810, 0.9562, -4.4641)
C (3.7555, -2.2490, -4.6130)
C (3.0905, 0.9386, -1.4421)
H (4.4143, -0.1222, -6.6992)
H (3.8490, 0.2789, -1.0291)
C (1.9708, 3.1011, -1.3952)
O (-1.9980, -0.2591, 3.6781)
H (-2.9913, -1.5909, -3.1730)
H (3.1397, 3.9938, 5.8627)
H (3.2060, 1.1872, -6.8687)
C (-1.6206, -1.1671, 4.5037)
H (-1.0596, 5.0160, 5.9367)
H (0.5784, -3.0089, 0.5220)
C (0.0718, -5.8675, -1.9490)
H (-2.6036, 1.8452, 0.9103)
Cl (0.3708, 0.5798, 0.3283)
H (1.9217, 4.1547, -1.0862)
H (-1.1930, -3.2000, 5.7278)
C (3.0311, 2.2642, -0.9498)
C (-3.9283, -1.2266, 5.1946)
C (-1.7815, -3.7855, -2.1276)
Si (0.1685, -3.9028, -1.9268)
H (-4.3329, -1.3274, 6.1996)
H (2.7022, -0.4155, -7.0864)
C (3.6647, 4.5547, 5.0792)
H (2.3110, 6.2419, 5.0401)
C (-2.0517, -1.2703, -3.6291)
H (-0.5701, -1.4608, 4.6474)
N (-1.7689, 0.1046, -3.3045)
C (-2.2166, -2.9110, 6.0218)
H (3.3897, -3.1147, -4.0604)
C (2.9548, -0.9822, -4.2487)
C (-2.2314, 0.6043, -2.1052)
H (4.4811, 5.1388, 5.5221)
C (-1.8717, 3.9313, 1.2098)
C (3.3768, 0.1880, -6.4839)
H (-2.3345, -4.7245, -1.9646)

Atoms 1-3, force components in eV/Å:
C -0.1223 0.6367 -0.6603
H -0.1798 -0.1369 -0.0710
H -0.6454 -0.2212 -0.0478



# 5
Molecular formula: C30H50F3N8O
Method: DFT, ωB97M-V/def2-TZVPD

## Properties
Max |F| ... 1.1 eV/A
Charge ... +1
HOMO level ... -0.360 Ha
LUMO ... -3.0905 eV
E ... -1985.73655 hartree
Frontier orbital gap ... 0.246 hartree

Element x y z (Å)
H (-1.7196, 0.6722, 2.1281)
N (-2.0470, -4.5653, -5.1767)
C (-1.5578, -0.3009, 2.5785)
O (-2.2185, 4.3639, 4.2075)
H (-0.7302, -2.0961, 1.8390)
H (1.7859, 1.6080, 3.2058)
C (1.6846, 0.7157, -9.7643)
N (3.1493, -0.6881, 4.1364)
H (4.5853, -0.8300, 1.5254)
H (1.1294, 0.9859, 4.7326)
H (2.0600, 2.4869, 4.7019)
H (1.9407, -1.8591, -8.4352)
C (-3.4626, 0.5485, 0.1059)
C (-2.7018, -4.3650, -2.8679)
H (1.7496, -0.5461, 2.6161)
H (-3.7512, 0.2630, 5.1860)
H (3.8731, 0.7517, 1.8529)
H (1.0065, 1.3226, -10.3668)
H (2.6967, 1.0491, -9.9872)
C (-2.6267, -0.6533, 3.6316)
C (-3.1189, 4.3464, 5.2507)
H (1.4632, -3.2925, -6.4654)
H (-3.5060, -0.8539, -2.2510)
H (3.1185, -0.3379, 0.6982)
H (4.1019, 1.2205, 4.0516)
H (-3.9605, 6.2465, 4.7012)
C (5.6490, -1.2471, 4.1810)
C (-1.8707, -1.4845, 0.3802)
H (-3.0398, -6.0346, -4.1344)
H (4.1509, -1.4008, -8.3647)
H (-0.6070, -0.2245, 3.0961)
C (-1.5192, -3.3504, -5.0624)
H (-3.3995, -1.2828, 3.2002)
F (-4.3577, 0.7603, -0.8369)
C (-2.1464, -3.0993, -2.7838)
C (4.2186, -1.5279, 4.6535)
C (-2.2712, 2.0569, 6.0262)
H (1.5777, 1.9019, -7.9709)
C (1.5368, -1.4135, -7.5134)
H (5.8103, -1.5643, 3.1515)
C (-1.5263, -2.5800, -3.9119)
H (-1.2722, 2.3550, 6.3475)
C (1.9849, 1.4880, 4.2723)
H (3.5831, -0.2766, -6.0831)
C (4.3716, -0.3734, -8.0724)
H (-3.9516, 1.0481, 3.6517)
H (0.4477, -1.4211, -7.6239)
H (-2.1362, -1.2534, 4.3979)
H (-1.8319, 5.2430, 4.1742)
N (-1.5342, -2.5055, -0.4258)
N (-2.9329, -1.2097, -1.5010)
N (-2.1633, 1.5306, 4.6702)
H (1.5798, -0.3174, -10.0967)
C (-2.6181, -5.0432, -4.0711)
C (-4.0601, 3.3352, 7.2277)
H (2.9850, -2.4445, -6.2473)
H (3.9701, -2.5705, 4.4377)
C (2.7742, -0.9145, 2.7536)
C (3.6462, -0.2961, 1.6540)
C (-4.8794, 5.4863, 6.4809)
H (3.5234, 1.2390, -6.9189)
C (-3.1624, 3.2735, 6.1512)
H (1.5376, -1.8813, -5.3999)
H (-1.0516, -1.6120, -3.9050)
C (-2.1834, -2.3062, -1.5526)
F (-4.0550, 0.4025, 1.2523)
C (3.2594, 0.7041, 4.5357)
H (6.3530, -1.8033, 4.8017)
C (3.3586, 0.1681, -7.0567)
H (-2.6111, 1.2963, 6.7340)
N (-1.3599, -1.3520, 1.5845)
H (4.4184, 0.2345, -8.9740)
H (3.4620, 0.7263, 5.6088)
C (-3.9883, 5.4332, 5.4112)
N (1.9447, -0.0352, -7.3283)
N (-2.7579, -0.6555, -0.2534)
C (1.3389, 0.8811, -8.2802)
H (-4.0876, 2.5157, 7.9287)
H (-3.1948, -4.8197, -2.0248)
H (-5.5507, 6.3194, 6.6097)
C (-3.2042, 0.5862, 4.2964)
H (5.3693, -0.3699, -7.6298)
F (-2.6429, 1.5672, 0.1604)
C (-4.9087, 4.4333, 7.3987)
H (0.2526, 0.7915, -8.1714)
H (4.1958, -1.4449, 5.7441)
H (-1.0545, -2.9410, -5.9476)
C (1.9081, -2.3040, -6.3369)
H (-1.2448, 1.1231, 4.5798)
H (5.9073, -0.1910, 4.2622)
H (-5.5931, 4.4536, 8.2327)
H (2.7096, -1.9947, 2.5958)

Atoms 1-3, force components in eV/Å:
H -0.1187 -0.0283 -0.2492
N -0.0451 0.2751 0.6077
C -0.1099 -0.0903 0.5460